CH5BS | ωB97M-V with the def2-TZVPD basis set

Geometry as ORCA input:
```
! wB97M-V def2-TZVPD RIJCOSX def2/J DEFGRID3
* xyz 0 1
B 0.1740 -0.7877 -0.8183
C 0.0216 0.8057 1.2158
S -1.0088 -0.6577 0.6516
H -0.0350 -0.0693 -1.7337
H 1.2565 -1.2981 -0.6999
H 0.1690 1.3473 0.3741
H 0.8287 0.3064 1.5546
H -1.9496 0.0694 0.0576
*
```

Computed properties:
E_HOMO   -8.0 eV
Kohn-Sham gap   8.01 eV
Electronic energy   -463.9925 hartree
Strongest force on any atom   4.16 eV/A
ΔE to the lowest compared entry with this formula, charge and spin   89.2 kcal/mol